(P)
The following is a DFT calculation (ωB97M-V/def2-TZVPD) of an isolated molecule of C11H15NO.

```
28
Properties=species:S:1:pos:R:3:mulliken_charge:R:1
C 3.564 -1.366 1.438 -1.061
C 1.626 -0.528 0.394 0.951
C 1.487 0.494 1.310 -0.468
C 0.359 1.356 1.344 -0.898
C -0.552 1.161 0.378 0.323
C -1.829 1.986 0.188 -1.006
C -2.669 1.130 -0.792 -0.026
C -1.601 0.295 -1.564 -0.899
C -0.499 0.082 -0.500 0.504
C 0.577 -0.856 -0.595 0.146
C 0.635 -1.983 -1.580 -1.335
H 4.131 -2.381 1.444 0.214
H 4.207 -0.477 1.224 0.392
H 3.116 -1.375 2.377 0.461
H 2.506 0.715 1.869 0.188
H 0.164 2.111 2.084 0.440
H -1.573 2.924 -0.324 0.293
H -2.431 2.236 1.107 0.363
H -3.292 1.684 -1.492 0.376
H -4.189 -0.310 -0.845 0.282
H -3.333 -0.332 0.528 0.268
H -2.110 -0.510 -2.096 0.458
H -1.130 0.962 -2.327 0.256
H 1.597 -2.048 -2.156 0.287
H -0.321 -1.963 -2.181 0.313
H 0.612 -2.948 -1.076 0.310
N -3.731 0.349 -0.139 -0.739
O 2.698 -1.420 0.340 -0.392
```

E_LUMO, eV: 0.9
SMILES: COc1ccc2c(c1C)C[C@@H](N)C2
Net charge: 0
Kohn-Sham gap, eV: 9.164

(Q)
The following is a DFT calculation (ωB97M-V/def2-TZVPD) of a cluster of 2 separate species, C11H15NO in total.

```
28
Properties=species:S:1:pos:R:3:mulliken_charge:R:1
C 1.864 2.080 1.693 -1.233
C -0.494 1.449 0.989 -0.751
C 0.815 1.141 1.173 0.657
C -0.328 -0.737 0.503 0.243
C 0.935 -0.270 0.921 0.871
C -0.656 -2.106 0.522 -1.087
C 1.862 -1.223 1.387 -0.558
C 0.273 -2.976 1.031 -0.383
C 1.530 -2.545 1.515 -0.757
N -1.200 0.333 0.588 0.029
H -1.035 2.379 0.993 0.384
H -2.108 0.390 0.171 0.268
H 2.625 1.509 2.237 0.320
H 1.407 2.740 2.426 0.358
H -1.602 -2.475 0.156 0.363
H 2.817 -0.848 1.743 0.319
H 0.049 -4.031 1.066 0.370
H 2.204 -3.276 1.937 0.385
H 2.451 2.581 0.919 0.266
C -1.301 1.536 -3.206 -0.198
C -2.459 0.964 -2.431 -0.813
O -0.045 0.931 -2.790 -0.535
H -1.327 1.205 -4.239 0.268
H -1.187 2.612 -3.124 0.246
H -3.410 1.393 -2.746 0.393
H -0.155 0.509 -1.926 0.304
H -2.351 1.209 -1.376 -0.047
H -2.507 -0.124 -2.509 0.320
```

E_LUMO, eV: 0.8
SMILES: Cc1c[nH]c2ccccc12.CCO
Net charge: 0
Kohn-Sham gap, eV: 8.780

We find (Q) to be the most stable, with the next structure 18.0 kcal/mol higher.

(P)
The following is a DFT calculation (ωB97M-V/def2-TZVPD) of a cluster of 2 separate species, C4H14N3O in total.

```
22
Properties=species:S:1:pos:R:3:mulliken_charge:R:1
C -0.133 1.103 1.383 -0.997
C 1.078 1.832 -0.497 -0.912
C 0.429 -1.629 -0.196 -0.471
C -2.552 -0.374 -0.690 -0.188
N 2.069 -1.617 -0.320 -0.340
N 0.010 -0.327 -0.650 -0.662
N 0.559 0.674 0.160 0.246
O -3.136 -0.422 0.481 -0.401
H -1.106 1.317 1.012 0.321
H -0.194 0.283 2.085 0.245
H 0.371 1.947 1.770 0.365
H 1.518 2.521 0.246 0.330
H 1.876 1.515 -1.127 0.335
H 0.373 2.426 -1.109 0.275
H -0.051 -2.306 -0.962 0.398
H 0.209 -1.911 0.818 0.326
H -2.523 0.610 -1.095 0.384
H -2.190 -1.341 -1.016 0.290
H 2.228 -1.444 -1.294 0.358
H 2.462 -2.501 0.044 0.347
H 2.363 -0.775 0.186 0.323
H -3.661 0.419 0.770 0.428
```

E_LUMO (alpha / beta), eV: -3.5 / -4.3
Net charge: +1
Kohn-Sham gap (alpha / beta), eV: 7.781 / 6.446

(Q)
The following is a DFT calculation (ωB97M-V/def2-TZVPD) of a cluster of 2 separate species, C4H14N3O in total.

```
22
Properties=species:S:1:pos:R:3:mulliken_charge:R:1
C -0.887 0.361 1.462 -0.607
C -1.323 -0.916 0.764 -0.628
C -0.402 -1.350 -0.384 -0.714
N -0.829 1.263 -2.920 -0.639
C -1.045 0.448 -1.977 0.093
N -0.058 -0.255 -1.276 -0.260
N 0.584 0.357 1.830 -0.203
H -1.415 0.537 2.390 0.394
H -0.977 1.220 0.803 0.368
H -1.405 -1.752 1.459 0.369
H -2.310 -0.721 0.351 0.324
H 0.533 -1.832 -0.097 0.419
H -0.973 -2.148 -0.882 0.362
H 0.167 1.282 -3.166 0.217
H -2.082 0.318 -1.679 0.344
H 0.644 -0.556 -1.936 0.252
H 1.226 0.534 1.033 0.180
H 0.761 1.144 2.461 0.418
H 0.895 -0.469 2.359 0.358
H 2.911 1.616 -0.081 0.305
H 3.236 0.210 -0.593 0.306
O 2.749 0.710 0.080 -0.659
```

E_LUMO, eV: -3.4
Net charge: +1
Kohn-Sham gap, eV: 9.400

We find (Q) to be the most stable, with the next structure 112.8 kcal/mol higher.

(P)
The following is a DFT calculation (ωB97M-V/def2-TZVPD) of an isolated molecule of C5H7ClO2.

```
15
Properties=species:S:1:pos:R:3:mulliken_charge:R:1
C 2.655 -0.774 0.467 0.095
C 2.833 0.342 -0.352 -0.782
C 0.452 -0.584 0.005 0.334
C -2.211 0.775 0.500 -1.082
C -1.809 0.071 -0.799 -0.403
O 1.394 -1.362 0.481 -0.205
O -0.762 -0.947 -0.433 -0.357
Cl 4.416 0.808 -0.095 -0.179
H 3.264 -1.490 1.065 0.334
H 0.603 0.476 -0.384 0.394
H -3.093 1.268 0.247 0.408
H -2.452 0.105 1.323 0.326
H -1.508 1.420 0.770 0.408
H -1.317 0.580 -1.553 0.448
H -2.465 -0.689 -1.241 0.261
```

E_LUMO (alpha / beta), eV: -0.4 / -0.4
Net charge: 0
Kohn-Sham gap (alpha / beta), eV: 7.200 / 7.203

(Q)
The following is a DFT calculation (ωB97M-V/def2-TZVPD) of an isolated molecule of C5H7ClO2.

```
15
Properties=species:S:1:pos:R:3:mulliken_charge:R:1
C -0.702 0.575 0.176 0.374
C -1.738 -0.597 0.004 -0.498
C 0.257 -1.432 -0.355 -0.279
C 0.474 -0.123 -0.147 0.005
C 1.852 0.534 0.231 -0.354
H -1.143 2.520 -0.468 0.306
H -0.932 0.820 1.253 0.216
H -2.453 -0.596 -0.989 0.263
H -2.154 -0.806 0.986 0.272
H 0.823 -2.501 -0.348 0.251
H 2.195 0.512 1.368 0.248
H 1.866 1.569 -0.259 0.292
O -0.634 1.721 -0.762 -0.547
O -0.981 -1.812 -0.375 -0.334
Cl 3.270 -0.384 -0.316 -0.215
```

E_LUMO, eV: 0.6
SMILES: O[C@H]1COC=C1CCl
Net charge: 0
Kohn-Sham gap, eV: 9.243

We find (Q) to be the most stable, with the next structure 65.7 kcal/mol higher.

(P)
The following is a DFT calculation (ωB97M-V/def2-TZVPD) of a structure of composition C6H7FO.

```
15
Properties=species:S:1:pos:R:3:mulliken_charge:R:1
C -0.774 -0.294 -0.052 0.473
C -0.186 0.568 1.069 -0.537
C 0.768 0.889 0.054 -0.283
C -0.382 0.913 -0.954 -0.674
C 1.461 -0.391 -0.096 0.188
C 0.443 -1.280 -0.207 -0.637
H -1.545 -2.090 0.180 0.403
H -0.914 1.351 1.162 0.393
H -0.106 -0.155 1.990 0.245
H 1.427 1.794 0.150 0.407
H -1.208 1.711 -0.934 0.358
H -0.318 0.573 -2.024 0.293
H 0.513 -2.346 -0.181 0.326
O -1.970 -0.793 -0.074 -0.681
F 2.792 -0.451 -0.085 -0.275
```

E_LUMO, eV: -0.2
Net charge: 0
Kohn-Sham gap, eV: 8.650

(Q)
The following is a DFT calculation (ωB97M-V/def2-TZVPD) of an isolated molecule of C6H7FO.

```
15
Properties=species:S:1:pos:R:3:mulliken_charge:R:1
C 1.476 -1.377 0.690 -0.934
C -0.253 0.383 0.122 0.667
C -0.204 0.681 1.691 -0.479
C -1.083 0.891 -0.768 -0.362
C -1.319 0.374 -2.115 -0.302
C -1.186 0.100 -3.349 -0.190
H 1.135 -1.623 1.705 0.309
H 1.819 -2.260 0.256 0.330
H 2.180 -0.739 1.063 0.450
H -1.063 1.307 1.963 0.304
H -0.313 -0.365 2.067 0.329
H -1.862 1.646 -0.405 0.197
H -1.005 0.106 -4.440 0.349
O 0.625 -0.573 -0.424 -0.364
F 1.052 1.449 1.944 -0.303
```

E_LUMO, eV: 0.7
SMILES: C#C/C=C(/CF)OC
Net charge: 0
Kohn-Sham gap, eV: 9.284

(R)
The following is a DFT calculation (ωB97M-V/def2-TZVPD) of an isolated molecule of C6H7FO.

```
15
Properties=species:S:1:pos:R:3:mulliken_charge:R:1
C 1.327 -0.628 -0.098 0.431
C 2.513 -0.211 -0.092 -0.637
C 0.121 0.068 0.080 0.132
C 0.041 1.515 0.072 -0.934
C -1.090 -0.605 0.573 0.428
C -2.178 -0.225 -0.310 -0.524
H 2.525 0.873 -0.321 0.210
H 3.379 -0.968 -0.128 0.278
H 1.055 1.925 -0.102 0.200
H -0.908 2.252 -0.098 0.267
H -1.123 -0.806 1.773 0.292
H -1.878 0.325 -1.376 0.321
H -3.313 0.121 0.269 0.221
O -1.582 -1.663 -0.255 -0.412
F 1.110 -1.973 0.012 -0.273
```

E_LUMO, eV: -0.1
SMILES: C=C(F)C(=C)[C@H]1CO1
Net charge: 0
Kohn-Sham gap, eV: 8.892

We find (Q) to be the most stable, with the next structure 13.8 kcal/mol higher.

(P)
The following is a DFT calculation (ωB97M-V/def2-TZVPD) of a cluster of 2 separate species, C11H15N in total.

```
27
Properties=species:S:1:pos:R:3:mulliken_charge:R:1
C 2.168 1.172 -2.198 -0.653
C 3.024 1.353 -3.462 -0.886
H 2.518 1.891 -1.472 0.315
H 1.160 1.380 -2.383 0.261
H 2.301 0.118 -1.848 0.179
H 2.633 0.659 -4.260 0.297
H 4.096 1.086 -3.176 0.240
H 2.970 2.473 -3.610 0.272
C 0.330 -2.405 -0.105 -1.151
C -0.840 -0.522 1.008 0.887
C -0.356 -1.883 1.077 0.497
C -1.577 -0.292 2.263 -0.207
C -0.852 -2.510 2.261 -0.817
C -0.756 0.537 0.086 -0.139
C -1.605 1.706 0.285 -0.638
C -2.355 1.876 1.498 -0.366
C -2.310 0.905 2.482 -0.710
N -1.541 -1.523 2.950 -0.039
H -0.338 0.462 -0.939 0.261
H -1.689 2.380 -0.527 0.426
H -3.013 2.736 1.798 0.274
H -0.293 -2.538 -1.004 0.303
H 0.718 -3.417 -0.020 0.380
H -0.750 -3.478 2.681 0.438
H -1.833 -1.514 3.854 0.150
H -2.996 1.098 3.294 0.307
H 1.187 -1.750 -0.531 0.118
```

E_LUMO, eV: 1.0
SMILES: Cc1c[nH]c2ccccc12.CC
Net charge: 0
Kohn-Sham gap, eV: 8.686

(Q)
The following is a DFT calculation (ωB97M-V/def2-TZVPD) of a cluster of 2 separate species, C11H15N in total.

```
27
Properties=species:S:1:pos:R:3:mulliken_charge:R:1
C 0.104 2.037 1.487 -1.255
C -1.178 0.565 -0.231 1.135
C -0.724 1.832 0.261 0.406
C -1.878 0.796 -1.426 -0.195
C -1.161 2.756 -0.633 -0.695
C -1.082 -0.778 0.192 -0.492
C -1.555 -1.783 -0.610 -0.697
C -2.116 -1.519 -1.868 -0.420
C -2.412 -0.211 -2.223 -0.772
N -1.781 2.136 -1.696 -0.029
H -0.623 -0.941 1.161 0.480
H -1.408 -2.791 -0.238 0.357
H -2.252 -2.295 -2.601 0.386
H 0.606 1.141 1.843 0.193
H -0.527 2.423 2.297 0.292
H -0.869 3.796 -0.644 0.391
H -2.275 2.666 -2.389 0.206
H -3.078 -0.070 -3.065 0.350
H 0.860 2.816 1.366 0.350
C 2.629 -1.932 0.501 -0.710
C 3.174 -1.207 1.742 -0.904
H 3.466 -2.007 -0.189 0.316
H 2.376 -2.942 0.719 0.281
H 1.728 -1.451 0.132 0.161
H 2.451 -1.204 2.554 0.267
H 3.417 -0.178 1.473 0.249
H 4.108 -1.656 2.081 0.351
```

E_LUMO, eV: 0.9
SMILES: Cc1c[nH]c2ccccc12.CC
Net charge: 0
Kohn-Sham gap, eV: 8.731

We find (Q) to be the most stable, with the next structure 25.0 kcal/mol higher.